Model w:
ORCA calculation (ωB97M-V with the def2-TZVPD basis set) on a 2-piece molecular cluster, C4H14N3 overall.

Element x y z (Å)
C: 2.17569 0.84633 -0.56399
C: 0.97307 -0.02663 1.37627
N: 1.57227 -0.30279 0.21823
N: 0.50449 1.20223 1.69322
N: 0.48278 -1.07158 2.13047
H: 1.24609 -1.21067 -0.25965
H: 0.66388 2.01838 1.11403
H: 0.28170 1.38034 2.64697
H: 1.13232 -1.85129 2.22896
H: 0.09445 -0.76202 3.01491
H: 2.99096 1.12542 0.13340
H: 1.40679 1.62589 -0.49995
H: 2.29787 0.58942 -1.59092
C: -1.36199 -0.85573 -1.55242
C: -2.59216 0.03460 -1.34354
H: -1.12054 -0.79056 -2.70485
H: -0.54632 -0.86010 -0.85918
H: -1.66730 -2.03709 -1.57332
H: -2.78112 0.77508 -2.11524
H: -3.46871 -0.48334 -1.01168
H: -2.28419 0.65411 -0.48173

**HOMO-LUMO gap**: 0.401 Eh
**Charge**: +1
**HOMO level**: -14.27 eV

---

Model x:
ORCA calculation (ωB97M-V with the def2-TZVPD basis set) on an isolated ion of composition C4H14N3 and charge +1.

Element x y z (Å)
N: 1.37994 -1.69756 1.10220
C: 0.08758 -2.11204 0.61173
C: -0.53297 -1.08308 -0.38781
C: -0.45846 0.37912 0.00797
N: 0.70196 0.93416 0.81233
C: -0.52210 1.22991 -1.25018
N: -0.65900 2.67139 -0.82814
H: 2.11976 -2.06651 0.49722
H: 1.55876 -2.03015 2.05418
H: 0.08987 -3.15405 0.25685
H: -0.65595 -2.33979 1.37408
H: -0.01439 -1.30245 -1.34227
H: -1.54572 -1.39457 -0.65152
H: -1.30342 0.56634 0.70580
H: 0.62406 0.71706 1.80108
H: 1.58165 0.48662 0.52009
H: 0.79741 1.94456 0.70767
H: 0.26466 1.09809 -2.00435
H: -1.49329 1.00675 -1.79640
H: -1.67138 2.80447 -0.67125
H: -0.34896 3.34174 -1.51928

**HOMO-LUMO gap**: 0.396 Eh
**Charge**: +1
**HOMO level**: -13.70 eV
**SMILES string**: NCC[C@@H]([NH3+])CN

---

Question: of the structures shown, which is the least stable? Reply: model w.